Record 1
Here is 2 unconnected molecules or ions with the total composition C9H14 in a non-equilibrium geometry from the OMol25 dataset. Energies are from wB97M-V/def2-TZVPD.

```
23
Properties=species:S:1:pos:R:3:mulliken_charge:R:1
C -2.823 -2.116 0.373 -0.8992
C -1.561 -2.349 -0.538 -0.0441
H -2.447 -1.408 1.273 0.1817
H -3.591 -1.415 -0.037 0.2596
H -3.292 -2.998 0.745 0.3426
H -1.935 -2.369 -1.563 0.2675
H -1.037 -3.274 -0.206 0.3056
H -0.965 -1.467 -0.539 -0.4686
C -0.927 1.997 -0.026 -1.0887
C 0.971 0.256 -0.763 0.0236
C 0.496 1.409 -0.059 0.5363
C 2.298 -0.252 -0.832 -0.7701
C 3.145 0.567 -0.069 -0.0557
C 1.396 1.868 0.944 -0.4254
C 2.768 1.715 0.710 -0.6545
H 0.133 -0.261 -1.243 0.4319
H 2.657 -1.177 -1.373 0.3159
H -1.220 2.628 0.869 0.3164
H -1.655 1.196 0.265 0.1401
H 4.204 0.303 -0.105 0.3058
H 1.033 2.403 1.812 0.3333
H 3.622 2.166 1.225 0.3205
H -1.270 2.580 -0.867 0.3254
```

ΔE to the lowest compared entry with this formula, charge and spin (kJ/mol): 211.16
Electronic energy (eV): -9557.9929
SMILES string: Cc1ccccc1.CC
Gap between HOMO and LUMO (eV): 9.75
E_HOMO (eV): -8.77
Total charge: 0

---

Record 2
Here is 2 unconnected molecules or ions with the total composition C9H14 in a non-equilibrium geometry from the OMol25 dataset. Energies are from wB97M-V/def2-TZVPD.

```
23
Properties=species:S:1:pos:R:3:mulliken_charge:R:1
C -0.692 -2.956 -1.352 -0.5141
C 0.685 -3.521 -1.015 -0.9216
H -0.676 -2.515 -2.344 0.2593
H -1.467 -3.724 -1.335 0.3152
H -1.055 -2.212 -0.637 -0.0038
H 0.802 -3.796 0.027 0.2876
H 1.494 -2.804 -1.177 0.2705
H 0.879 -4.274 -1.738 0.3267
C 0.384 0.182 2.582 -1.4459
C -1.280 1.059 -0.687 -0.6055
C -0.338 1.885 -1.285 -0.2777
C -0.963 0.457 0.530 -0.2738
C 0.161 0.826 1.259 0.6085
C 0.817 2.240 -0.609 -0.6152
C 1.066 1.663 0.633 -0.2355
H -2.192 0.781 -1.200 0.3552
H -0.601 2.313 -2.238 0.3746
H -1.728 -0.227 0.891 0.3825
H 1.584 2.846 -1.078 0.3496
H 0.466 0.854 3.444 0.3389
H 1.316 -0.383 2.594 0.3011
H 1.991 1.840 1.176 0.3717
H -0.368 -0.518 2.945 0.3519
```

ΔE to the lowest compared entry with this formula, charge and spin (kJ/mol): 40.00
Electronic energy (eV): -9559.7668
SMILES string: Cc1ccccc1.CC
Gap between HOMO and LUMO (eV): 10.09
E_HOMO (eV): -9.09
Total charge: 0

---

Record 3
Here is 2 unconnected molecules or ions with the total composition C9H14 in a non-equilibrium geometry from the OMol25 dataset. Energies are from wB97M-V/def2-TZVPD.

```
23
Properties=species:S:1:pos:R:3:mulliken_charge:R:1
C 2.003 1.620 -0.376 -1.4601
C 1.467 -1.120 2.194 -0.2134
C 1.721 0.155 1.674 -0.7584
C 0.954 -2.151 1.433 -0.5821
C 1.610 0.333 0.306 1.1355
C 0.705 -1.885 0.084 -0.1989
C 1.033 -0.656 -0.488 -0.7194
H 1.821 -1.302 3.203 0.3337
H 2.299 0.879 2.236 0.3466
H 0.901 -3.134 1.877 0.3748
H 0.185 -2.646 -0.485 0.3304
H 1.516 1.742 -1.339 0.3161
H 3.084 1.708 -0.526 0.3500
H 0.603 -0.638 -1.482 0.3559
H 1.806 2.494 0.233 0.3863
C -3.416 0.252 -1.256 -0.9582
C -2.064 0.885 -0.857 -0.3648
H -3.737 0.765 -2.149 0.2764
H -3.295 -0.803 -1.498 0.3134
H -4.167 0.338 -0.492 0.2742
H -1.228 0.221 -0.633 -0.1545
H -2.045 1.467 0.058 0.3419
H -1.757 1.475 -1.718 0.2747
```

ΔE to the lowest compared entry with this formula, charge and spin (kJ/mol): 76.97
Electronic energy (eV): -9559.3838
SMILES string: Cc1ccccc1.CC
Gap between HOMO and LUMO (eV): 10.09
E_HOMO (eV): -9.07
Total charge: 0

---

Record 4
Here is 2 unconnected molecules or ions with the total composition C9H14 in a non-equilibrium geometry from the OMol25 dataset. Energies are from wB97M-V/def2-TZVPD.

```
23
Properties=species:S:1:pos:R:3:mulliken_charge:R:1
C 1.157 -0.974 -1.776 -1.3544
C 1.600 -0.614 2.066 -0.4702
C 1.919 -0.771 0.674 -0.5536
C 0.170 -0.707 2.329 -0.4760
C 0.883 -0.861 -0.302 1.1792
C -0.808 -0.736 1.305 -0.5960
C -0.475 -0.855 -0.017 -0.5167
H 2.272 -0.407 2.920 0.3650
H 2.950 -0.676 0.406 0.3168
H 0.001 -0.744 3.393 0.3444
H -1.856 -0.692 1.517 0.3983
H 0.631 -1.783 -2.216 0.3512
H 2.272 -1.111 -1.910 0.3613
H -1.100 -0.954 -0.908 0.4075
H 0.767 -0.046 -2.224 0.2355
C -1.437 2.625 -0.992 -0.7915
C -2.221 1.757 -1.957 -0.6284
H -1.936 3.597 -0.745 0.3065
H -1.338 2.044 -0.109 0.1971
H -0.387 2.781 -1.270 0.2841
H -1.429 0.997 -2.340 0.0521
H -2.410 2.279 -2.938 0.2991
H -3.163 1.527 -1.562 0.2888
```

ΔE to the lowest compared entry with this formula, charge and spin (kJ/mol): 132.31
Electronic energy (eV): -9558.8102
SMILES string: Cc1ccccc1.CC
Gap between HOMO and LUMO (eV): 9.81
E_HOMO (eV): -8.79
Total charge: 0

---

Record 5
Here is 2 unconnected molecules or ions with the total composition C9H14 in a non-equilibrium geometry from the OMol25 dataset. Energies are from wB97M-V/def2-TZVPD.

```
23
Properties=species:S:1:pos:R:3:mulliken_charge:R:1
C 0.411 0.665 -3.747 -0.6734
C 1.673 0.185 -3.044 -0.6827
H 0.047 -0.180 -4.329 0.2645
H -0.334 0.855 -2.900 0.1298
H 0.653 1.541 -4.325 0.2892
H 1.484 -0.638 -2.200 0.1908
H 2.642 -0.364 -3.634 0.2725
H 2.090 1.049 -2.469 0.2273
C -2.245 1.379 0.994 -1.3242
C 0.052 0.644 0.508 -0.2454
C -1.174 0.350 1.047 0.6402
C 1.247 -0.136 0.599 -0.8480
C 1.145 -1.287 1.406 -0.2407
C -1.189 -0.767 1.871 -0.2782
C -0.050 -1.553 2.073 -0.5456
H 0.124 1.367 -0.231 0.4130
H 2.210 0.172 0.197 0.4880
H -2.959 1.140 1.847 0.3424
H -2.922 1.297 0.158 0.3089
H 1.950 -2.087 1.416 0.2843
H -2.154 -1.021 2.220 0.3545
H -0.171 -2.397 2.802 0.2777
H -1.879 2.375 1.218 0.3552
```

ΔE to the lowest compared entry with this formula, charge and spin (kJ/mol): 157.50
Electronic energy (eV): -9558.5491
SMILES string: Cc1ccccc1.CC
Gap between HOMO and LUMO (eV): 10.07
E_HOMO (eV): -9.10
Total charge: 0

---

Record 6
Here is 2 unconnected molecules or ions with the total composition C9H14 from the OMol25 dataset. Energies are from wB97M-V/def2-TZVPD.

```
23
Properties=species:S:1:pos:R:3:mulliken_charge:R:1
C 2.092 -0.483 -1.321 -0.6854
C 3.044 -1.242 -2.238 -1.0339
H 1.427 -1.173 -0.790 0.2618
H 2.619 0.096 -0.573 0.3063
H 1.422 0.163 -1.889 0.2535
H 3.706 -0.566 -2.786 0.3044
H 2.512 -1.812 -2.994 0.3087
H 3.656 -1.929 -1.653 0.2931
C -1.224 -0.658 2.869 -1.3984
C -0.472 1.198 1.315 -0.4449
C -1.300 0.121 1.574 0.8049
C -0.576 1.873 0.098 -0.5083
C -2.222 -0.271 0.594 -0.3630
C -1.519 1.500 -0.843 -0.4373
C -2.354 0.415 -0.597 -0.4904
H 0.239 1.529 2.057 0.3079
H 0.122 2.662 -0.166 0.3706
H -0.888 -1.679 2.732 0.2983
H -2.215 -0.679 3.326 0.3454
H -2.860 -1.113 0.820 0.3840
H -1.547 2.072 -1.758 0.3781
H -3.076 0.097 -1.341 0.3822
H -0.586 -0.120 3.563 0.3624
```

ΔE to the lowest compared entry with this formula, charge and spin (kJ/mol): 10.29
Electronic energy (eV): -9560.0748
SMILES string: Cc1ccccc1.CC
Gap between HOMO and LUMO (eV): 10.06
E_HOMO (eV): -9.05
Total charge: 0

---

Record 7
Here is 2 unconnected molecules or ions with the total composition C9H14 in a non-equilibrium geometry from the OMol25 dataset. Energies are from wB97M-V/def2-TZVPD.

```
23
Properties=species:S:1:pos:R:3:mulliken_charge:R:1
C -0.422 -3.240 -0.076 -1.3548
C -1.823 -1.463 -1.061 -0.7418
C -1.023 -1.885 0.012 0.9740
C -2.401 -0.174 -1.010 -0.3673
C -1.844 0.779 -0.184 -0.7603
C -0.498 -0.913 0.871 -0.7154
C -0.811 0.419 0.674 -0.2796
H -1.851 -1.988 -2.009 0.3471
H -3.188 -0.014 -1.737 0.3608
H -0.131 -3.664 0.890 0.3867
H 0.558 -3.232 -0.593 0.2736
H -2.078 1.833 -0.290 0.3581
H 0.288 -1.202 1.565 0.3201
H -0.432 1.205 1.301 0.7429
H -1.092 -3.918 -0.624 0.3654
C 1.984 2.293 1.025 -0.6119
C 2.226 2.164 -0.476 -0.7671
H 2.350 3.232 1.437 0.3554
H 1.005 2.037 1.377 0.0813
H 2.511 1.484 1.568 0.2323
H 3.104 1.586 -0.797 0.3035
H 2.076 3.145 -0.903 0.2843
H 1.492 1.516 -0.959 0.2125
```

ΔE to the lowest compared entry with this formula, charge and spin (kJ/mol): 116.60
Electronic energy (eV): -9558.9730
SMILES string: Cc1ccccc1.CC
Gap between HOMO and LUMO (eV): 9.91
E_HOMO (eV): -8.92
Total charge: 0

---

Record 8
Here is 2 unconnected molecules or ions with the total composition C9H14 in a non-equilibrium geometry from the OMol25 dataset. Energies are from wB97M-V/def2-TZVPD.

```
23
Properties=species:S:1:pos:R:3:mulliken_charge:R:1
C 0.227 -2.507 -0.555 -1.4067
C 0.046 -1.112 -1.108 0.8284
C 1.149 -0.393 -1.531 -0.5557
C -1.211 -0.495 -1.146 -0.3674
C 1.012 0.930 -1.961 -0.4184
C -1.291 0.864 -1.384 -0.4215
C -0.190 1.589 -1.812 -0.5131
H 1.288 -2.750 -0.470 0.3387
H -0.364 -3.275 -1.044 0.3897
H 2.147 -0.799 -1.548 0.3193
H -2.084 -1.111 -0.966 0.3742
H 1.834 1.402 -2.483 0.3814
H -2.208 1.384 -1.148 0.3648
H -0.394 2.630 -2.040 0.3712
H -0.133 -2.485 0.471 0.2933
C -0.376 0.436 2.913 -1.0010
C 0.495 1.020 1.802 -0.5694
H -0.782 1.276 3.501 0.3476
H -1.329 0.107 2.482 0.2714
H 0.100 -0.288 3.564 0.2899
H 0.967 0.269 1.169 0.1365
H 1.207 1.731 2.203 0.4116
H -0.112 1.576 1.094 0.1353
```

ΔE to the lowest compared entry with this formula, charge and spin (kJ/mol): 44.41
Electronic energy (eV): -9559.7212
SMILES string: Cc1ccccc1.CC
Gap between HOMO and LUMO (eV): 10.10
E_HOMO (eV): -9.06
Total charge: 0

---

Record 9
Here is 2 unconnected molecules or ions with the total composition C9H14 in a non-equilibrium geometry from the OMol25 dataset. Energies are from wB97M-V/def2-TZVPD.

```
23
Properties=species:S:1:pos:R:3:mulliken_charge:R:1
C 3.017 -1.258 0.040 -0.6297
C 2.892 -1.186 -1.492 -0.7572
H 2.033 -1.423 0.383 0.1318
H 3.986 -1.848 0.488 0.2771
H 3.327 -0.230 0.456 0.2059
H 1.872 -0.791 -1.457 0.1628
H 3.520 -0.447 -1.926 0.3356
H 2.813 -2.132 -1.884 0.2990
C -1.540 -1.502 -0.112 -1.1149
C -2.768 2.121 0.257 -0.6106
C -2.730 0.729 0.117 -0.3000
C -1.615 2.586 0.964 -0.5075
C -1.610 -0.071 0.320 0.5774
C -0.398 1.877 0.877 -0.4853
C -0.437 0.540 0.654 -0.0769
H -3.674 2.863 0.296 0.2573
H -3.505 0.032 -0.226 0.3471
H -1.687 3.586 1.275 0.3946
H 0.593 2.392 1.130 0.2762
H -0.553 -1.799 -0.524 0.2261
H -2.251 -1.625 -1.017 0.3260
H 0.460 0.045 0.739 0.4557
H -1.747 -2.457 0.641 0.2097
```

ΔE to the lowest compared entry with this formula, charge and spin (kJ/mol): 261.35
Electronic energy (eV): -9557.4727
SMILES string: Cc1ccccc1.CC
Gap between HOMO and LUMO (eV): 9.80
E_HOMO (eV): -8.88
Total charge: 0

---

Record 10
Here is 2 unconnected molecules or ions with the total composition C9H14 in a non-equilibrium geometry from the OMol25 dataset. Energies are from wB97M-V/def2-TZVPD.

```
23
Properties=species:S:1:pos:R:3:mulliken_charge:R:1
C 2.981 -1.751 -1.574 -0.9163
C 2.706 -2.116 -0.087 -0.4160
H 2.063 -1.425 -2.078 0.2733
H 3.601 -0.866 -1.702 0.2838
H 3.331 -2.640 -2.086 0.3108
H 3.492 -1.698 0.529 0.2646
H 1.754 -1.694 0.242 -0.1423
H 2.554 -3.191 -0.067 0.3369
C -1.007 2.347 -1.260 -1.3324
C -2.858 0.637 1.579 -0.2408
C -2.692 1.413 0.463 -0.6239
C -1.912 -0.244 2.125 -0.6754
C -1.406 1.410 -0.135 0.9361
C -0.642 -0.084 1.612 -0.2709
C -0.389 0.696 0.490 -0.4996
H -3.846 0.680 2.041 0.3079
H -3.494 1.954 -0.016 0.3390
H -2.121 -1.039 2.822 0.3947
H 0.171 -0.764 1.861 0.3202
H -0.419 1.882 -2.050 0.3420
H -0.505 3.236 -0.897 0.2935
H 0.572 0.685 -0.009 0.3567
H -1.935 2.573 -1.803 0.3580
```

ΔE to the lowest compared entry with this formula, charge and spin (kJ/mol): 74.77
Electronic energy (eV): -9559.4065
SMILES string: Cc1ccccc1.CC
Gap between HOMO and LUMO (eV): 9.98
E_HOMO (eV): -8.99
Total charge: 0

---

Question: What is the E_HOMO in the seventh record?
Answer: -8.92 eV